Record 1
Density functional theory data (ωB97M-V/def2-TZVPD) for a structure of composition C6H12O at a distorted geometry.

```
! wB97M-V def2-TZVPD RIJCOSX def2/J DEFGRID3
* xyz 0 1
O 1.36279 1.05356 0.93104
C 0.01020 1.38304 1.24882
C -1.23939 -1.31360 -0.25958
C -0.77154 2.21635 0.26737
C 0.19261 -0.80457 -0.18368
C 1.23200 -1.81446 -0.55931
C 0.43622 -0.00770 1.05098
H -1.84436 2.15502 0.48487
H 0.36090 0.06314 -1.15819
H 0.54411 -0.63122 1.94266
H -1.45477 -2.29883 -0.68896
H -0.59522 1.89542 -0.76176
H -0.46855 3.26559 0.35027
H -0.88703 -0.51190 -1.06413
H 0.94889 -2.31898 -1.49131
H 2.15371 -1.25715 -0.71882
H -2.00040 -0.91550 0.41920
H -0.11265 1.69486 2.28926
H 1.36187 -2.57385 0.21604
*
```

Calculated values
**E_LUMO**: 1.104 eV
**Relative energy (zero: lowest compared OMol25 entry of this formula, charge and spin)**: 4.2965 eV
**Molar mass**: 100.16 g/mol
**HOMO level**: -8.746 eV
**Calculated total energy**: -8460.057 eV

Record 2
Density functional theory data (ωB97M-V/def2-TZVPD) for the molecule C6H12O.

```
! wB97M-V def2-TZVPD RIJCOSX def2/J DEFGRID3
* xyz 0 1
O 1.11594 -0.25457 0.17713
C 0.89401 -0.58772 1.45821
C -1.34148 -0.47939 0.31117
C 1.26377 0.62595 2.26939
C -0.12194 -1.29099 -1.69831
C -0.11950 -0.24512 -0.59823
C -0.09935 1.17758 -1.15774
H -1.08893 -1.24188 -2.21351
H 0.58805 0.66283 3.13387
H -2.22444 -0.12133 -0.22335
H 0.03542 1.90309 -0.34734
H 0.67175 -1.11927 -2.43034
H -0.00672 -2.29127 -1.27068
H 2.29226 0.51288 2.62766
H 1.18314 1.54981 1.67623
H -1.45820 -1.54026 0.54509
H -1.03034 1.40016 -1.68587
H -1.29580 0.04199 1.27494
H 0.74236 1.29751 -1.84831
*
```

Calculated values
**E_LUMO**: 0.794 eV
**Relative energy (zero: lowest compared OMol25 entry of this formula, charge and spin)**: 3.7342 eV
**Molar mass**: 100.16 g/mol
**HOMO level**: -7.812 eV
**Calculated total energy**: -8460.620 eV

Record 3
Density functional theory data (ωB97M-V/def2-TZVPD) for the molecule C6H12O at a distorted geometry.

```
! wB97M-V def2-TZVPD RIJCOSX def2/J DEFGRID3
* xyz 0 1
O 0.05850 0.73767 1.17746
C -0.52039 -0.56685 0.90410
C -0.38936 -1.34295 2.21549
C 0.11175 1.90966 -1.31564
C 0.29503 -1.05012 -0.24536
C 0.76207 0.52361 -1.05059
C 0.16182 -0.65039 -1.66765
H 1.82674 0.61455 -0.89546
H 0.82562 -1.18918 -2.32380
H -1.58116 -0.45175 0.63725
H 0.66913 -1.50912 2.44759
H 0.47146 2.74584 -0.69852
H -0.80090 -0.71429 3.01309
H -0.90972 -2.30564 2.23119
H 1.08986 -1.76960 0.00569
H 0.37694 2.18094 -2.35765
H -0.62042 1.40432 1.26546
H -0.98571 1.92302 -1.29081
H -0.84126 -0.48973 -2.05187
*
```

Calculated values
**E_LUMO**: 1.043 eV
**Relative energy (zero: lowest compared OMol25 entry of this formula, charge and spin)**: 3.4266 eV
**Molar mass**: 100.16 g/mol
**HOMO level**: -7.572 eV
**Calculated total energy**: -8460.927 eV